1 | Below is a single C4H4N2O molecule, with properties calculated with ωB97M-V/def2-TZVPD.

Structure (XYZ):
```
11
Properties=species:S:1:pos:R:3:nbo_charge:R:1
N -1.345 -1.548 -1.355 -0.599
C -1.008 -0.436 -0.994 0.496
C -0.592 0.807 -0.771 -0.496
C 0.445 1.183 0.174 -0.133
C 1.034 0.367 1.065 -0.165
N 0.548 -0.972 1.105 0.091
O 1.395 -1.837 1.097 -0.287
H -2.041 -2.026 -0.785 0.395
H -1.097 1.585 -1.333 0.257
H 0.791 2.211 0.102 0.223
H 1.870 0.665 1.695 0.217
```

## Properties
LUMO energy (alpha / beta) = -0.016 / -0.016 Ha
Orbital gap (alpha / beta) = 8.30 / 8.30 eV
SMILES = N=C=C/C=C\N=O
HOMO energy (alpha / beta) = -8.7 / -8.7 eV

2 | Below is a 2-piece molecular cluster, C4H4N2O overall, with properties calculated with ωB97M-V/def2-TZVPD.

Structure (XYZ):
```
11
Properties=species:S:1:pos:R:3:nbo_charge:R:1
O 2.223 -0.921 -0.140 -0.523
C 1.070 -0.602 -0.062 0.566
C 0.384 0.662 0.019 -0.026
C -0.804 1.022 0.061 0.076
N -1.769 0.069 0.070 -0.570
C -1.265 -1.221 0.020 0.285
N -0.025 -1.539 -0.033 -0.452
H -2.763 0.246 0.095 0.421
H -2.015 -2.010 0.028 0.209
H 2.349 2.317 0.203 -0.004
H 2.644 1.759 -0.192 0.017
```

## Properties
LUMO energy = -0.026 Ha
Orbital gap = 9.30 eV
SMILES = O=c1c#c[nH]cn1.[H][H]
HOMO energy = -10.0 eV

3 | Below is a 2-piece molecular cluster, C4H4N2O overall, with properties calculated with ωB97M-V/def2-TZVPD.

Structure (XYZ):
```
11
Properties=species:S:1:pos:R:3:nbo_charge:R:1
C 0.383 -0.225 1.294 0.031
N 0.502 0.314 2.415 -0.280
C 0.439 1.204 1.161 -0.316
H 0.294 -1.207 0.839 0.193
H 1.362 1.690 0.846 0.189
H -0.473 1.777 0.997 0.190
N -2.390 -1.444 -1.416 -0.218
C -1.310 -1.033 -1.463 0.143
C 0.062 -0.498 -1.545 0.325
O 0.279 0.682 -1.496 -0.422
H 0.854 -1.260 -1.632 0.164
```

## Properties
LUMO energy = -0.040 Ha
Orbital gap = 9.35 eV
SMILES = C1=NC1.N#CC=O
HOMO energy = -10.4 eV

4 | Below is C4H4N2O as an isolated structure, with properties calculated with ωB97M-V/def2-TZVPD.

Structure (XYZ):
```
11
Properties=species:S:1:pos:R:3:nbo_charge:R:1
C 2.297 0.410 0.155 0.379
C 0.719 -0.995 -0.599 0.030
C 0.330 0.997 -0.586 0.439
C -0.647 -0.525 0.011 -0.308
N 1.419 1.331 -0.027 -0.502
N -0.976 0.855 -0.245 -0.617
O 1.893 -0.822 0.000 -0.406
H 3.239 0.606 0.433 0.183
H -1.456 -1.089 -0.682 0.224
H -0.791 -0.724 1.020 0.221
H -1.243 1.366 0.623 0.358
```

## Properties
LUMO energy = 0.002 Ha
Orbital gap = 7.91 eV
HOMO energy = -7.8 eV

Which of them is the most stable, and which is the least stable? 3 and 4, in that order.